Entry one
C7H6MgO6S | the ωB97M-V functional and the def2-TZVPD basis

XYZ file:
```
21
C7H6MgO6S, DFT the ωB97M-V functional and the def2-TZVPD basis
O 0.113 0.027 -6.824
C 0.175 0.065 -5.693
Mg 0.310 0.102 -0.695
O 2.141 -2.492 -2.218
C 1.520 -1.615 -1.853
C -1.104 1.702 -1.807
O -1.804 2.498 -2.194
C -1.463 -1.221 -1.638
O -2.306 -1.861 -2.053
C 1.933 1.429 -1.806
O 2.791 2.121 -2.087
C 0.164 -1.465 3.114
S -0.808 -0.303 2.167
C -0.810 1.275 3.036
O 0.427 0.076 1.239
H -0.289 -1.676 4.083
H 1.111 -0.926 3.237
H 0.257 -2.363 2.481
H 0.269 1.475 3.131
H -1.337 1.985 2.365
H -1.292 1.167 4.016
```

- 2S+1: 1
- Total charge: +2
- Gap between HOMO and LUMO: 9.73 eV

Entry two
C7H6MgO6S | the ωB97M-V functional and the def2-TZVPD basis

XYZ file:
```
21
C7H6MgO6S, DFT the ωB97M-V functional and the def2-TZVPD basis
O -4.536 4.429 -2.411
C -3.815 3.626 -2.060
Mg -0.598 0.186 -0.379
O -3.809 0.150 1.154
C -2.826 0.287 0.568
C 0.170 1.840 -2.001
O 0.699 2.533 -2.760
C -0.584 2.308 0.822
O -0.548 3.297 1.437
C -1.911 -0.377 -2.292
O -2.393 -0.919 -3.194
C 1.385 -2.026 2.391
S 1.853 -0.793 1.206
C 2.998 -1.557 0.026
O 0.590 -1.194 0.294
H 2.240 -2.307 2.994
H 1.041 -2.844 1.757
H 0.568 -1.583 2.969
H 2.409 -2.424 -0.320
H 3.155 -0.799 -0.768
H 3.911 -1.836 0.567
```

- 2S+1: 1
- Total charge: +2
- Gap between HOMO and LUMO: 9.77 eV

Relative energies, unit eV: entry one 0.000; entry two 0.644

Entry one
C4H13NS | the ωB97M-V functional and the def2-TZVPD basis

XYZ file:
```
19
C4H13NS, DFT the ωB97M-V functional and the def2-TZVPD basis
C 1.538 1.199 -2.275
S 0.262 0.927 -3.487
C -0.619 -0.401 -2.457
H 2.596 0.866 -2.455
H 1.299 0.442 -1.372
H 1.619 2.217 -1.801
H 0.193 -1.111 -2.350
H -1.020 -0.116 -1.506
H -1.481 -0.521 -3.154
C -0.442 0.207 0.988
N -0.163 0.173 2.468
C -0.468 -1.102 2.993
H 0.122 -0.655 0.601
H -1.576 -0.028 0.898
H -0.144 1.118 0.391
H 0.225 0.790 3.197
H 0.096 -1.889 2.465
H -1.577 -1.338 2.833
H -0.458 -0.779 4.022
```

- Structure (SMILES): CNC.CSC
- 2S+1: 1
- Gap between HOMO and LUMO: 9.22 eV

Entry two
C4H13NS | the ωB97M-V functional and the def2-TZVPD basis

XYZ file:
```
19
C4H13NS, DFT the ωB97M-V functional and the def2-TZVPD basis
C 2.730 -0.531 -0.344
S 1.459 0.792 -0.168
C 2.181 1.815 -1.485
H 3.623 -0.208 0.190
H 2.374 -1.424 0.164
H 2.862 -0.660 -1.413
H 1.815 2.818 -1.284
H 1.923 1.522 -2.501
H 3.263 1.840 -1.372
C -1.598 -1.538 0.456
C -2.591 -0.361 0.414
N -3.739 -0.885 1.294
H -1.245 -1.657 1.482
H -0.838 -1.380 -0.318
H -2.022 -2.514 0.219
H -3.075 -0.140 -0.528
H -2.122 0.462 0.949
H -3.300 -0.910 2.218
H -4.391 -0.111 1.430
```

- Structure (SMILES): CCN.CSC
- 2S+1: 1
- Gap between HOMO and LUMO: 9.58 eV

Relative energies, unit eV: entry one 2.004; entry two 0.000

Entry one
C4H13NS | the ωB97M-V functional and the def2-TZVPD basis

XYZ file:
```
19
C4H13NS, DFT the ωB97M-V functional and the def2-TZVPD basis
C -1.119 2.513 -0.709
S -1.011 1.244 -1.973
C -1.852 -0.021 -0.959
H -0.937 3.525 -1.072
H -2.135 2.588 -0.324
H -0.372 2.421 0.082
H -1.248 -0.097 -0.061
H -1.901 -0.969 -1.478
H -2.812 0.387 -0.691
C 2.180 -0.716 2.318
N 1.981 -2.076 1.883
C 0.689 -2.375 1.311
H 1.742 -0.529 3.285
H 1.717 -0.059 1.566
H 3.242 -0.488 2.376
H 2.701 -2.444 1.350
H 0.406 -1.578 0.600
H 0.782 -3.271 0.723
H -0.127 -2.465 2.028
```

- Structure (SMILES): CNC.CSC
- 2S+1: 1
- Gap between HOMO and LUMO: 9.44 eV

Entry two
C4H13NS | the ωB97M-V functional and the def2-TZVPD basis

XYZ file:
```
19
C4H13NS, DFT the ωB97M-V functional and the def2-TZVPD basis
C 2.573 -1.743 -0.584
S 4.191 -2.311 -1.222
C 4.038 -1.693 -2.909
H 2.381 -2.344 0.300
H 2.612 -0.681 -0.386
H 1.831 -1.950 -1.348
H 4.204 -2.541 -3.583
H 4.803 -0.991 -3.216
H 3.048 -1.393 -3.223
C -5.696 3.497 2.123
N -4.536 2.627 2.408
C -4.228 1.665 1.342
H -5.370 4.393 1.615
H -6.011 3.804 3.130
H -6.586 2.949 1.812
H -4.824 2.022 3.170
H -3.240 1.288 1.595
H -4.969 0.883 1.170
H -4.270 2.101 0.343
```

- Structure (SMILES): CNC.CSC
- 2S+1: 1
- Gap between HOMO and LUMO: 9.50 eV

Relative energies, unit eV: entry one 0.000; entry two 0.366

Entry one
C6H11N | the ωB97M-V functional and the def2-TZVPD basis

XYZ file:
```
18
C6H11N, DFT the ωB97M-V functional and the def2-TZVPD basis
C 0.908 -1.645 -0.382
C 0.336 -0.464 -1.107
C -0.074 0.661 -0.037
C 0.362 1.890 -0.377
C -2.472 1.123 0.828
C -1.324 0.413 0.675
N 1.965 -1.274 0.620
H 1.297 -2.474 -0.998
H 0.120 -2.173 0.167
H 1.125 -0.001 -1.677
H -0.419 -0.815 -1.776
H 0.694 2.258 -1.358
H 0.602 2.661 0.342
H -3.405 0.647 0.550
H -2.510 2.227 1.023
H -1.226 -0.570 1.117
H 1.706 -0.418 1.225
H 2.313 -2.048 1.166
```

- <S²>: 0.821
- 2S+1: 2
- Total charge: +1
- Gap between HOMO and LUMO (alpha / beta): 6.80 / 4.91 eV

Entry two
C6H11N | the ωB97M-V functional and the def2-TZVPD basis

XYZ file:
```
18
C6H11N, DFT the ωB97M-V functional and the def2-TZVPD basis
C -2.090 -1.007 1.580
N -1.235 -0.803 0.415
C -0.512 0.413 0.329
C -1.000 1.737 0.441
C 2.548 -0.029 -1.815
C 1.400 -0.458 -0.962
C 0.879 0.325 0.026
H -2.957 -1.585 1.262
H -1.650 -1.703 2.299
H -2.390 -0.072 2.045
H -1.793 -0.898 -0.432
H -0.466 2.271 1.222
H -1.965 2.044 0.057
H 2.560 -0.572 -2.754
H 3.554 -0.112 -1.387
H 2.443 1.047 -1.935
H 1.162 -1.517 -1.095
H 1.510 0.919 0.704
```

- <S²>: 0.822
- 2S+1: 2
- Total charge: +1
- Gap between HOMO and LUMO (alpha / beta): 8.58 / 6.92 eV

Relative energies, unit eV: entry one 0.702; entry two 0.000

Entry one
C28H40F5KN6O3Te | the ωB97M-V functional and the def2-TZVPD basis

XYZ file:
```
84
C28H40F5KN6O3Te, DFT the ωB97M-V functional and the def2-TZVPD basis
K -0.648 0.980 0.026
C 5.148 -0.142 -5.192
C 4.288 0.189 -4.003
C 4.799 0.440 -2.772
C 3.974 0.723 -1.641
C 4.664 0.971 -0.447
N 4.342 0.905 0.825
C 3.139 0.434 1.513
C 2.897 -1.046 1.239
C 1.880 -1.646 2.200
N 1.788 -3.090 1.973
C 0.756 -3.913 1.853
C -0.595 -3.725 1.588
C -1.444 -4.868 1.789
C -2.781 -4.823 1.590
C -3.685 -6.002 1.827
C -3.342 -3.583 1.142
C -2.597 -2.485 0.861
C -3.234 -1.219 0.389
N -3.232 -0.759 -0.789
C -2.549 -1.522 -1.835
C -2.529 -0.737 -3.142
C -1.707 0.548 -3.076
N -0.335 0.273 -2.679
C 0.583 0.705 -3.427
C 2.024 0.573 -3.122
C 2.878 0.283 -4.145
C 2.540 0.854 -1.789
O 1.813 1.265 -0.857
C -1.152 -2.502 1.037
O -0.450 -1.534 0.697
H 6.204 -0.145 -4.921
H 5.012 0.585 -5.996
H 4.905 -1.126 -5.599
H 5.875 0.409 -2.625
H 5.710 1.237 -0.581
H 5.072 1.213 1.446
H 2.286 1.050 1.234
H 3.347 0.585 2.574
H 3.846 -1.585 1.351
H 2.552 -1.189 0.213
H 0.902 -1.200 2.074
H 2.204 -1.504 3.236
H 2.674 -3.561 2.073
H 1.053 -4.950 1.989
H -0.981 -5.787 2.136
H -3.116 -6.878 2.136
H -4.240 -6.264 0.924
H -4.419 -5.787 2.607
H -4.419 -3.535 1.005
H -3.761 -0.635 1.147
H -3.080 -2.466 -1.988
H -1.527 -1.762 -1.528
H -3.555 -0.483 -3.419
H -2.128 -1.378 -3.933
H -2.147 1.219 -2.328
H -1.753 1.080 -4.036
H 0.347 1.213 -4.373
H 2.452 0.131 -5.134
N -0.826 1.135 3.342
C -2.082 1.645 3.910
C -3.009 2.141 2.812
C -2.638 3.524 2.282
C -3.423 3.886 1.031
N -2.971 3.055 -0.096
H -0.177 0.922 4.091
H -0.362 1.863 2.802
H -1.921 2.459 4.631
H -2.556 0.827 4.457
H -4.037 2.167 3.186
H -2.997 1.420 1.990
H -1.570 3.579 2.047
H -2.820 4.270 3.061
H -3.324 4.957 0.827
H -4.485 3.685 1.198
H -2.052 3.397 -0.370
H -3.546 3.232 -0.912
F -0.282 5.016 -0.292
Te 1.199 3.827 -0.171
F 1.895 4.426 -1.784
F 3.007 3.306 0.116
F 1.857 5.384 0.645
F -0.046 2.953 -1.373
O 0.620 2.889 1.248
```

- 2S+1: 1
- Gap between HOMO and LUMO: 7.34 eV

Entry two
C28H40F5KN6O3Te | the ωB97M-V functional and the def2-TZVPD basis

XYZ file:
```
84
C28H40F5KN6O3Te, DFT the ωB97M-V functional and the def2-TZVPD basis
K 0.248 -0.843 1.844
C 0.807 5.612 -2.680
C 0.990 4.268 -2.036
C 1.711 3.275 -2.600
C 1.957 2.044 -1.899
C 2.874 1.083 -2.257
N 3.355 0.778 -3.472
C 2.719 1.094 -4.750
C 1.246 0.688 -4.829
C 0.955 -0.815 -4.820
N 1.224 -1.454 -3.537
C 0.389 -1.795 -2.554
C -0.977 -1.977 -2.472
C -1.950 -2.027 -3.532
C -3.267 -2.199 -3.284
C -4.287 -2.315 -4.381
C -3.714 -2.272 -1.914
C -2.867 -2.254 -0.865
C -3.289 -2.244 0.571
N -3.518 -1.205 1.255
C -3.442 0.090 0.578
C -3.422 1.262 1.550
C -2.083 1.508 2.250
N -1.044 1.610 1.242
C -0.378 2.671 1.116
C 0.500 2.869 -0.060
C 0.388 4.028 -0.749
C 1.338 1.789 -0.595
O 1.523 0.719 -0.017
C -1.427 -2.181 -1.090
O -0.638 -2.251 -0.140
H 1.158 5.605 -3.712
H 1.361 6.384 -2.141
H -0.244 5.909 -2.682
H 2.190 3.456 -3.554
H 3.240 0.454 -1.450
H 4.114 0.118 -3.492
H 3.293 0.574 -5.518
H 2.808 2.158 -4.969
H 0.860 1.088 -5.770
H 0.679 1.168 -4.030
H 1.549 -1.318 -5.587
H -0.088 -0.969 -5.070
H 2.185 -1.405 -3.246
H 0.898 -1.961 -1.608
H -1.627 -1.985 -4.564
H -3.821 -2.216 -5.361
H -5.054 -1.543 -4.291
H -4.795 -3.281 -4.346
H -4.784 -2.335 -1.731
H -3.365 -3.205 1.080
H -4.324 0.188 -0.063
H -2.567 0.148 -0.076
H -4.202 1.132 2.303
H -3.666 2.162 0.978
H -1.831 0.702 2.947
H -2.161 2.419 2.861
H -0.524 3.536 1.778
H -0.233 4.818 -0.334
N -0.313 0.489 5.040
C -0.005 -0.338 6.213
C 0.693 -1.612 5.759
C -0.231 -2.555 4.991
C 0.522 -3.690 4.311
N 1.355 -3.172 3.227
H 0.558 0.723 4.565
H -0.734 1.364 5.327
H -0.941 -0.589 6.722
H 0.629 0.184 6.939
H 1.123 -2.138 6.616
H 1.533 -1.300 5.129
H -0.794 -1.971 4.257
H -0.973 -2.989 5.668
H -0.191 -4.398 3.882
H 1.098 -4.236 5.072
H 1.814 -3.910 2.709
H 2.101 -2.587 3.589
F 4.895 -0.056 1.007
Te 3.564 0.264 2.282
F 3.471 1.906 1.358
F 4.885 1.074 3.327
F 4.146 -1.232 3.286
F 2.756 -1.187 1.317
O 2.070 0.598 3.187
```

- 2S+1: 1
- Gap between HOMO and LUMO: 7.34 eV

Relative energies, unit eV: entry one 0.000; entry two 0.079

Entry one
H12O5S | the ωB97M-V functional and the def2-TZVPD basis

XYZ file:
```
18
H12O5S, DFT the ωB97M-V functional and the def2-TZVPD basis
S -5.880 -0.203 3.831
H -5.706 0.914 3.124
H -5.234 -0.968 2.948
H -0.948 -0.151 -0.635
H 0.358 0.190 -0.001
O -0.083 -0.538 -0.464
H 2.464 -1.472 2.982
H 2.953 -0.098 2.551
O 2.294 -0.769 2.346
H 1.341 -4.068 -1.019
H 2.090 -2.783 -0.658
O 2.087 -3.734 -0.517
H 1.038 5.215 -0.712
H 1.697 5.248 -1.947
O 1.957 5.154 -1.019
H 0.179 -0.468 -4.309
H -0.626 -0.491 -2.993
O 0.019 -0.979 -3.510
```

- Structure (SMILES): O.O.O.O.O.S
- 2S+1: 1
- Gap between HOMO and LUMO: 10.08 eV

Entry two
H12O5S | the ωB97M-V functional and the def2-TZVPD basis

XYZ file:
```
18
H12O5S, DFT the ωB97M-V functional and the def2-TZVPD basis
S -2.218 -0.805 -0.168
H -3.191 0.077 -0.367
H -1.540 -0.775 -1.382
H 2.413 0.029 0.097
H 1.433 -0.480 1.185
O 2.102 -0.725 0.517
H 1.056 -1.887 -1.120
H 0.600 -0.620 -1.862
O 0.657 -1.603 -1.997
H 0.183 -0.476 3.106
H -1.050 -0.554 2.252
O -0.279 -0.057 2.400
H 0.886 1.518 -2.478
H 0.733 1.790 -0.995
O 0.371 1.288 -1.720
H 1.535 1.801 1.660
H 0.240 2.484 1.177
O 1.173 2.344 0.976
```

- Structure (SMILES): O.O.O.O.O.S
- 2S+1: 1
- Gap between HOMO and LUMO: 9.80 eV

Relative energies, unit eV: entry one 0.744; entry two 0.000

Entry one
C2H5B | the ωB97M-V functional and the def2-TZVPD basis

XYZ file:
```
8
C2H5B, DFT the ωB97M-V functional and the def2-TZVPD basis
B -0.668 -0.547 0.955
C 0.687 0.255 -1.176
C 0.133 0.262 0.024
H -0.322 -0.754 2.052
H -2.171 -1.106 0.988
H 1.229 1.121 -1.432
H 0.868 -0.583 -1.768
H 0.245 1.353 0.356
```

- 2S+1: 1
- Gap between HOMO and LUMO: 9.58 eV

Entry two
C2H5B | the ωB97M-V functional and the def2-TZVPD basis

XYZ file:
```
8
C2H5B, DFT the ωB97M-V functional and the def2-TZVPD basis
B 0.015 1.018 0.016
C -0.857 -0.273 -0.008
C 0.744 -0.279 -0.023
H 0.261 2.241 0.033
H -1.156 -0.431 0.911
H -1.323 -0.711 -0.867
H 1.185 -0.695 -0.909
H 1.132 -0.870 0.848
```

- Structure (SMILES): B1CC1
- 2S+1: 1
- Gap between HOMO and LUMO: 10.40 eV

Relative energies, unit eV: entry one 0.852; entry two 0.000

Entry one
CH6NO | the ωB97M-V functional and the def2-TZVPD basis

XYZ file:
```
9
CH6NO, DFT the ωB97M-V functional and the def2-TZVPD basis
N -1.677 0.034 0.284
H -2.289 -0.770 0.036
H -2.237 0.507 1.111
H -1.496 0.504 -0.586
H -0.700 -0.162 0.427
O 1.086 -0.559 -0.010
C 2.101 -0.024 -0.334
H 2.863 -0.490 -0.912
H 2.348 0.961 -0.016
```

- 2S+1: 1
- Total charge: +1
- Gap between HOMO and LUMO: 10.75 eV

Entry two
CH6NO | the ωB97M-V functional and the def2-TZVPD basis

XYZ file:
```
9
CH6NO, DFT the ωB97M-V functional and the def2-TZVPD basis
C 0.360 -0.339 0.269
N -0.814 0.529 0.031
O 1.464 0.369 -0.023
H 0.319 -0.883 1.206
H 0.160 -1.695 -0.991
H -1.696 0.006 0.124
H -0.815 1.331 0.688
H -0.744 0.910 -0.925
H 2.285 -0.105 0.164
```

- 2S+1: 1
- Total charge: +1
- Gap between HOMO and LUMO: 10.25 eV

Relative energies, unit eV: entry one 0.000; entry two 2.223